1.
The following is a quantum chemistry calculation of C26H50OP2SiV as an isolated structure, from the OMol25 dataset.

Geometry as ORCA input:
```
! RIJCOSX wB97M-V def2-TZVPD def2/J DEFGRID3
* xyz 2 2
V 0.14 -0.62 1.55
C -0.80 -2.35 2.48
C 0.52 -2.68 1.99
C 0.75 -1.08 3.66
C -0.64 -1.36 3.52
C 1.47 -1.87 2.72
C -2.07 -3.02 2.12
H -2.02 -3.48 1.12
H -2.92 -2.32 2.14
H -2.29 -3.82 2.84
C -1.74 -0.80 4.36
H -2.72 -1.08 3.98
H -1.66 0.29 4.43
H -1.67 -1.20 5.39
C 1.36 -0.18 4.68
H 1.37 -0.66 5.66
H 0.79 0.76 4.77
H 2.40 0.06 4.42
C 2.96 -1.95 2.63
H 3.33 -2.60 3.43
H 3.42 -0.96 2.77
H 3.28 -2.37 1.67
C 0.86 -3.81 1.09
H 1.06 -4.70 1.70
H 1.77 -3.61 0.50
H 0.05 -4.06 0.40
C -1.53 0.69 -4.17
C -1.71 -0.63 -4.42
C -0.88 -1.43 -5.38
C 0.60 -1.01 -5.58
C 1.35 -0.57 -4.36
C 1.43 0.70 -3.95
C 0.73 1.84 -4.61
C -0.73 1.58 -5.07
H -1.37 -1.41 -6.37
H 0.67 -0.23 -6.35
H -0.90 -2.48 -5.05
H -0.72 1.15 -6.08
H -2.12 1.21 -3.40
H -2.61 -1.14 -4.05
H -1.23 2.56 -5.13
H 0.73 2.70 -3.92
H 2.10 1.00 -3.14
H 1.32 2.15 -5.49
H 1.12 -1.90 -5.99
H 1.97 -1.36 -3.90
P -1.19 -0.39 -0.49
C -2.70 0.58 -0.54
C -1.31 -1.84 -1.54
P 1.73 0.17 -0.23
C 0.19 0.63 -1.18
C 2.71 -0.92 -1.27
C 2.68 1.65 0.13
H -2.69 1.31 0.28
H -3.54 -0.12 -0.38
H -2.83 1.08 -1.51
H -1.29 -1.48 -2.57
H -2.26 -2.35 -1.34
H -0.50 -2.57 -1.39
H 2.94 2.19 -0.79
H 3.61 1.33 0.64
H 2.13 2.32 0.81
H -0.01 1.71 -1.10
H 0.28 0.40 -2.25
H 3.69 -1.04 -0.79
H 2.86 -0.54 -2.28
H 2.23 -1.91 -1.33
C -0.15 2.95 4.37
Si -0.70 2.77 2.57
C -2.58 2.94 2.62
C 0.07 4.21 1.62
O -0.25 1.41 1.87
H -0.42 3.95 4.72
H 0.93 2.85 4.49
H -0.63 2.25 5.06
H -2.86 3.82 3.21
H -3.02 3.06 1.63
H -3.05 2.07 3.09
H 1.14 4.32 1.83
H -0.04 4.09 0.53
H -0.41 5.16 1.89
*
```

Properties
Largest force on an atom in eV/Å: 6.010
HOMO-LUMO gap (alpha / beta) in eV: 5.56 / 6.18
LUMO (alpha / beta) in eV: -8.46 / -7.84

***

2.
The following is a quantum chemistry calculation of C26H51Br12FN3O7P2 as an isolated structure, from the OMol25 dataset.

Geometry as ORCA input:
```
! RIJCOSX wB97M-V def2-TZVPD def2/J DEFGRID3
* xyz 1 1
C -3.82 1.34 2.55
C -3.35 0.99 1.14
O -1.93 0.91 0.97
C -1.12 1.96 0.55
P -1.14 3.66 1.44
C -2.82 4.34 1.20
O -1.16 3.08 2.98
N 0.25 1.32 0.86
C 0.40 0.70 2.23
C 0.57 -0.81 2.11
C 1.27 -1.41 3.33
P 2.44 -2.76 3.04
O 3.30 -2.95 4.20
O 3.24 -2.29 1.74
C 2.97 -2.73 0.39
C 3.44 -1.65 -0.58
O 1.64 -4.02 2.53
C 0.36 -4.39 3.08
C 0.44 -4.80 4.54
C 1.49 2.12 0.43
N 2.08 2.98 1.41
C 1.20 2.85 -0.89
F 0.99 4.19 -0.69
O 0.16 2.30 -1.60
C -1.12 2.04 -1.05
C -2.14 3.03 -1.66
C -1.61 4.40 -2.02
N -1.08 4.54 -3.14
O -1.52 0.76 -1.46
C -0.71 -0.08 -2.29
C -1.44 -1.42 -2.43
C -0.81 -2.47 -1.50
C -1.53 -1.85 -3.91
C -1.59 -3.36 -4.10
C -2.75 -1.19 -4.56
H -3.00 1.23 3.26
H -4.26 2.33 2.63
H -4.59 0.63 2.85
H -3.68 -0.02 0.90
H -3.81 1.61 0.36
H -3.59 3.66 0.84
H -2.75 5.20 0.55
H -3.15 4.71 2.18
H -1.80 3.52 3.56
H 0.22 0.51 0.23
H 1.28 1.12 2.70
H -0.46 0.96 2.83
H -0.40 -1.28 1.96
H 1.17 -1.01 1.22
H 1.89 -0.66 3.84
H 0.53 -1.75 4.06
H 3.51 -3.67 0.24
H 1.91 -2.94 0.27
H 4.00 -0.89 -0.03
H 2.60 -1.16 -1.06
H 4.08 -2.06 -1.36
H 0.04 -5.24 2.47
H -0.36 -3.59 2.90
H 0.31 -3.96 5.22
H -0.35 -5.52 4.75
H 1.41 -5.27 4.73
H 2.22 1.34 0.18
H 1.49 3.21 2.20
H 2.94 2.59 1.77
H 2.08 2.76 -1.53
H -3.04 3.09 -1.06
H -2.42 2.57 -2.61
H -1.71 5.23 -1.31
H -0.75 5.50 -3.30
H 0.27 -0.25 -1.83
H -0.54 0.39 -3.26
H -2.46 -1.25 -2.09
H -1.44 -3.35 -1.41
H -0.69 -2.05 -0.50
H 0.16 -2.80 -1.88
H -0.63 -1.49 -4.43
H -0.69 -3.87 -3.77
H -1.72 -3.60 -5.15
H -2.46 -3.79 -3.57
H -2.62 -0.12 -4.71
H -2.96 -1.64 -5.53
H -3.64 -1.36 -3.94
C 6.56 -5.57 2.90
Br 6.74 -5.76 4.80
Br 7.48 -6.97 1.96
Br 4.71 -5.48 2.39
H 7.02 -4.64 2.62
C -1.53 3.54 -6.09
Br -3.26 2.73 -6.28
Br -0.14 2.21 -6.15
Br -1.25 4.96 -7.35
H -1.49 3.97 -5.09
C -0.76 3.54 7.05
Br -0.58 1.76 6.32
Br -2.29 4.45 6.31
Br -0.82 3.51 8.96
H 0.12 4.10 6.76
C 2.53 -0.53 -6.43
Br 2.87 -1.45 -4.77
Br 4.06 -0.56 -7.58
Br 0.97 -1.23 -7.31
H 2.33 0.50 -6.19
*
```

Properties
Largest force on an atom in eV/Å: 0.856
HOMO-LUMO gap in eV: 9.03
LUMO in eV: -2.35

***

3.
The following is a quantum chemistry calculation of C26H51Cl3CrN2O3PSi as an isolated structure, from the OMol25 dataset.

Geometry as ORCA input:
```
! RIJCOSX wB97M-V def2-TZVPD def2/J DEFGRID3
* xyz 0 4
C -1.61 -1.68 -3.37
C -1.12 -2.65 -2.34
H -1.29 -1.96 -4.38
H -1.24 -0.67 -3.13
H -2.72 -1.62 -3.38
C -0.61 -3.86 -2.59
C -0.45 -4.47 -3.94
H -0.29 -4.51 -1.77
H -0.58 -3.74 -4.75
H -1.16 -5.29 -4.11
H 0.56 -4.90 -4.04
Cr 0.06 0.46 0.11
Cl -2.18 0.67 0.57
Cl -0.04 1.50 -1.80
H 0.72 4.78 3.35
H -1.46 5.75 2.40
C 1.05 4.66 2.31
C -1.11 5.49 1.39
N -0.12 4.42 1.46
H 1.75 3.83 2.22
C -0.33 3.24 0.89
O 0.47 2.26 1.03
H -1.95 5.16 0.77
H -1.24 3.14 0.29
H 1.53 5.59 1.99
H -0.66 6.39 0.94
H 1.42 -1.13 -3.05
H 2.29 -3.47 -1.67
C 2.42 -0.79 -2.76
C 3.19 -2.83 -1.60
N 2.84 -1.42 -1.51
H 2.42 0.30 -2.67
C 2.56 -0.91 -0.30
O 2.06 0.23 -0.08
H 3.76 -3.11 -0.71
H 2.78 -1.61 0.53
H 3.13 -1.12 -3.53
H 3.79 -2.99 -2.50
O -0.07 -1.28 -0.75
C -1.15 -2.11 -0.91
C 0.07 -3.69 0.64
C -1.14 -3.22 0.16
H 1.00 -3.22 0.28
C 0.09 -4.76 1.55
H -2.08 -1.54 -0.83
C -2.35 -3.78 0.59
H 1.06 -5.12 1.89
C -1.11 -5.34 1.95
C -2.33 -4.85 1.49
H -3.27 -3.36 0.18
H -1.08 -6.20 2.63
H -3.27 -5.29 1.81
Si -0.40 4.13 -4.14
Cl -0.60 2.13 -4.75
C 1.41 4.53 -3.91
C -1.47 4.47 -2.64
C -1.02 5.08 -5.64
H 1.92 3.73 -3.36
H 1.53 5.46 -3.34
H 1.89 4.67 -4.89
H -0.32 4.95 -6.48
H -1.10 6.16 -5.43
H -2.00 4.71 -5.96
H -1.28 3.74 -1.85
H -2.53 4.40 -2.91
H -1.29 5.48 -2.24
C 2.66 -0.96 3.45
C 1.27 -1.59 3.35
P -0.02 -0.49 2.66
C -1.56 -1.42 3.03
C -2.13 -1.32 4.44
C 0.03 0.99 3.76
C 0.29 0.76 5.23
H 3.03 -0.62 2.48
H 3.35 -1.71 3.83
H 2.69 -0.11 4.14
H 1.28 -2.47 2.70
H 0.92 -1.92 4.34
H -2.29 -1.03 2.29
H -1.37 -2.48 2.76
H -2.42 -0.30 4.70
H -3.03 -1.95 4.48
H -1.42 -1.68 5.20
H 0.81 1.63 3.32
H -0.93 1.51 3.59
H 1.16 0.12 5.41
H 0.49 1.72 5.70
H -0.57 0.32 5.73
*
```

Properties
Largest force on an atom in eV/Å: 1.981
HOMO-LUMO gap (alpha / beta) in eV: 8.22 / 8.34
LUMO (alpha / beta) in eV: 0.38 / 0.38

***

Repeat the first record exactly.
The following is a quantum chemistry calculation of C26H50OP2SiV as an isolated structure, from the OMol25 dataset.

Geometry as ORCA input:
```
! RIJCOSX wB97M-V def2-TZVPD def2/J DEFGRID3
* xyz 2 2
V 0.14 -0.62 1.55
C -0.80 -2.35 2.48
C 0.52 -2.68 1.99
C 0.75 -1.08 3.66
C -0.64 -1.36 3.52
C 1.47 -1.87 2.72
C -2.07 -3.02 2.12
H -2.02 -3.48 1.12
H -2.92 -2.32 2.14
H -2.29 -3.82 2.84
C -1.74 -0.80 4.36
H -2.72 -1.08 3.98
H -1.66 0.29 4.43
H -1.67 -1.20 5.39
C 1.36 -0.18 4.68
H 1.37 -0.66 5.66
H 0.79 0.76 4.77
H 2.40 0.06 4.42
C 2.96 -1.95 2.63
H 3.33 -2.60 3.43
H 3.42 -0.96 2.77
H 3.28 -2.37 1.67
C 0.86 -3.81 1.09
H 1.06 -4.70 1.70
H 1.77 -3.61 0.50
H 0.05 -4.06 0.40
C -1.53 0.69 -4.17
C -1.71 -0.63 -4.42
C -0.88 -1.43 -5.38
C 0.60 -1.01 -5.58
C 1.35 -0.57 -4.36
C 1.43 0.70 -3.95
C 0.73 1.84 -4.61
C -0.73 1.58 -5.07
H -1.37 -1.41 -6.37
H 0.67 -0.23 -6.35
H -0.90 -2.48 -5.05
H -0.72 1.15 -6.08
H -2.12 1.21 -3.40
H -2.61 -1.14 -4.05
H -1.23 2.56 -5.13
H 0.73 2.70 -3.92
H 2.10 1.00 -3.14
H 1.32 2.15 -5.49
H 1.12 -1.90 -5.99
H 1.97 -1.36 -3.90
P -1.19 -0.39 -0.49
C -2.70 0.58 -0.54
C -1.31 -1.84 -1.54
P 1.73 0.17 -0.23
C 0.19 0.63 -1.18
C 2.71 -0.92 -1.27
C 2.68 1.65 0.13
H -2.69 1.31 0.28
H -3.54 -0.12 -0.38
H -2.83 1.08 -1.51
H -1.29 -1.48 -2.57
H -2.26 -2.35 -1.34
H -0.50 -2.57 -1.39
H 2.94 2.19 -0.79
H 3.61 1.33 0.64
H 2.13 2.32 0.81
H -0.01 1.71 -1.10
H 0.28 0.40 -2.25
H 3.69 -1.04 -0.79
H 2.86 -0.54 -2.28
H 2.23 -1.91 -1.33
C -0.15 2.95 4.37
Si -0.70 2.77 2.57
C -2.58 2.94 2.62
C 0.07 4.21 1.62
O -0.25 1.41 1.87
H -0.42 3.95 4.72
H 0.93 2.85 4.49
H -0.63 2.25 5.06
H -2.86 3.82 3.21
H -3.02 3.06 1.63
H -3.05 2.07 3.09
H 1.14 4.32 1.83
H -0.04 4.09 0.53
H -0.41 5.16 1.89
*
```

Properties
Largest force on an atom in eV/Å: 6.010
HOMO-LUMO gap (alpha / beta) in eV: 5.56 / 6.18
LUMO (alpha / beta) in eV: -8.46 / -7.84